DFT (the ωB97M-V functional and the def2-TZVPD basis) results for a cluster of 3 separate species, C20H41BClN2O5 in total.

energy relative to the best compared isomer or geometry (same formula, charge and spin): 3.368 eV
DFT total energy: -47818.6056 eV
net charge: -1
multiplicity: 3
gap between HOMO and LUMO (spin up / spin down): 6.5 / 5.8 eV

Each line ends with the natural charge from an NBO analysis.
Atoms and positions in Å:
O 0.7921 -0.9422 3.5364  -0.60
C 0.4322 -0.3646 2.3629  0.56
Cl -1.2270 -0.6021 1.5537  -0.15
C 1.5240 0.6430 1.6150  -0.74
B 1.4931 2.0730 2.4830  0.64
O 2.7806 2.2060 3.1927  -0.94
O 1.2070 3.1350 1.4985  -0.97
H 1.2033 0.8285 0.4842  0.21
H 2.6202 0.1969 1.5969  0.25
H 0.5940 2.0631 3.2701  -0.17
H 3.3850 2.8157 2.6757  0.45
H 0.1863 3.1670 1.4634  0.46
C -5.5904 -2.8371 3.1662  -0.63
C -5.7059 -2.0109 1.8558  0.11
C -7.2044 -1.7739 1.5385  -0.42
C -7.9166 -3.0448 1.0891  -0.40
C -7.1971 -3.6945 -0.0866  -0.42
C -5.6672 -3.8832 0.1106  0.11
N -4.9875 -2.6959 0.7271  -0.04
O -4.7955 -1.7419 -0.2901  -0.33
C -5.3848 -5.1347 0.9823  -0.62
C -5.0712 -4.2827 -1.2846  -0.60
C -5.0462 -0.6465 2.2412  -0.61
H -5.8641 -2.2318 4.0396  0.22
H -6.2519 -3.6988 3.2053  0.19
H -4.5631 -3.1846 3.3274  0.23
H -7.3086 -1.0139 0.7511  0.21
H -7.7191 -1.3684 2.4190  0.21
H -8.0037 -3.7559 1.9175  0.19
H -8.9442 -2.8002 0.7947  0.21
H -7.6710 -4.6599 -0.3024  0.21
H -7.3736 -3.0643 -0.9699  0.21
H -4.3163 -5.2206 1.2123  0.23
H -5.6733 -6.0546 0.4610  0.21
H -5.9403 -5.1528 1.9182  0.20
H -5.3057 -3.5515 -2.0661  0.22
H -5.4814 -5.2390 -1.6283  0.20
H -3.9811 -4.3919 -1.2347  0.22
H -3.9888 -0.7756 2.4929  0.24
H -5.5434 -0.2027 3.1130  0.20
H -5.1151 0.1011 1.4443  0.23
C 3.9870 3.5938 -3.0634  -0.62
C 4.4734 3.3112 -1.6153  0.11
C 5.7130 4.1925 -1.3177  -0.42
C 6.9513 3.7403 -2.0835  -0.40
C 7.2466 2.2663 -1.8345  -0.42
C 6.0288 1.3186 -2.0187  0.11
N 4.7572 1.8477 -1.4230  -0.06
O 4.8061 1.6071 -0.0369  -0.31
C 5.7961 1.0236 -3.5236  -0.62
C 6.4462 -0.0807 -1.4448  -0.60
C 3.2760 3.8060 -0.7396  -0.60
H 3.5228 4.5854 -3.1371  0.21
H 4.7833 3.6025 -3.8033  0.19
H 3.2326 2.8634 -3.3786  0.22
H 5.9384 4.1772 -0.2419  0.22
H 5.5021 5.2405 -1.5667  0.21
H 6.8347 3.9255 -3.1565  0.19
H 7.8128 4.3408 -1.7676  0.21
H 8.0692 1.9541 -2.4894  0.21
H 7.6244 2.1751 -0.8062  0.21
H 4.8806 0.4391 -3.6727  0.22
H 6.6205 0.4372 -3.9450  0.21
H 5.7380 1.9170 -4.1426  0.20
H 6.7792 -0.0245 -0.4026  0.23
H 7.2839 -0.5039 -2.0107  0.20
H 5.6173 -0.7966 -1.5006  0.22
H 2.3730 3.2196 -0.9366  0.24
H 3.0425 4.8570 -0.9520  0.20
H 3.4835 3.7566 0.3343  0.24


DFT (the ωB97M-V functional and the def2-TZVPD basis) results for a structure of composition C2H6N2S.

energy relative to the best compared isomer or geometry (same formula, charge and spin): 5.176 eV
DFT total energy: -15981.6228 eV
net charge: 0
gap between HOMO and LUMO: 8.4 eV

Each line ends with the natural charge from an NBO analysis.
Atoms and positions in Å:
C 1.6726 -0.9565 -0.1618  -0.47
C 0.5533 1.0863 0.1443  0.27
H 1.9217 -1.6326 0.9187  0.22
H 0.5926 -1.4521 -0.8031  0.17
H 2.7465 -1.1107 -0.7643  0.23
H 0.6170 2.1867 0.0924  0.14
H -1.2977 1.6481 -0.5374  0.41
H -2.3956 0.3689 1.1966  0.08
N 1.5384 0.4517 0.3178  -0.46
N -0.6100 0.8211 -0.4499  -0.78
S -1.3774 -0.6060 0.0579  0.18


DFT (the ωB97M-V functional and the def2-TZVPD basis) results for a cluster of 2 separate species, C4H3F in total.

energy relative to the best compared isomer or geometry (same formula, charge and spin): 2.923 eV
DFT total energy: -6908.4050 eV
net charge: 0
gap between HOMO and LUMO: 11.5 eV
SMILES string: C#CF.C#C

Each line ends with the natural charge from an NBO analysis.
Atoms and positions in Å:
C 2.1633 -0.3916 0.7301  -0.40
C 1.8293 0.7424 0.6682  0.43
F 1.5207 1.9440 0.3147  -0.26
H 2.6779 -1.2683 0.8678  0.23
C -2.4797 -0.1338 -1.0494  -0.23
C -1.6196 -0.4195 -0.2457  -0.22
H -3.2975 0.4391 -1.4157  0.23
H -0.7944 -0.9123 0.1300  0.23


Q: Which formula does entry 3 have?
A: C4H3F


Q: energy relative to the best compared isomer or geometry (same formula, charge and spin) of number 3 (C4H3F)?
A: 2.923 eV